Entry 1:
Molecular formula: C10H29FO9PS3
Method: DFT, ωB97M-V/def2-TZVPD

Results
E_HOMO, eV: -13.183
Net charge: +1
Molar mass, Da: 439.51
LUMO level, eV: -4.4
Electronic energy, Eh: -2711.05696
Multiplicity: 1

Geometry as XYZ:
```
53
C10H29FO9PS3 ωB97M-V/def2-TZVPD
C 1.0202 1.0713 -0.8249
P -0.7867 1.4559 -0.9269
F -1.6623 0.3509 -0.2188
H 1.5573 1.4675 -1.7093
H 1.0793 -0.0373 -0.8596
H 1.4579 1.4985 0.0978
H -1.1158 1.4035 -2.3024
H -0.9484 2.7261 -0.3321
O -3.0629 0.6673 -3.7917
S -3.8924 -0.3568 -4.3776
O -3.3169 -1.4657 -5.0695
O -4.9801 0.3352 -5.3114
C -4.5290 1.2149 -6.3602
C -3.9424 0.4511 -7.5316
C -5.0053 -0.9718 -3.1565
H -3.8162 1.9418 -5.9648
H -5.4042 1.7706 -6.6941
H -3.0207 -0.0589 -7.2502
H -3.7127 1.1298 -8.3537
H -4.6395 -0.3107 -7.8822
H -5.4714 -0.1321 -2.6456
H -4.4256 -1.5669 -2.4524
H -5.7508 -1.5955 -3.6441
O 2.6624 2.3576 2.6871
S 1.3775 2.5985 3.2755
O 0.6174 3.7708 2.9539
O 1.4915 2.4650 4.8549
C 2.4614 3.2798 5.5451
C 2.0178 4.7258 5.6518
C 0.3547 1.1894 3.0031
H 3.4366 3.1994 5.0609
H 2.5619 2.8585 6.5443
H 1.9782 5.2011 4.6713
H 2.7125 5.2934 6.2716
H 1.0185 4.7913 6.0841
H 0.9047 0.2866 3.2663
H 0.1091 1.1900 1.9439
H -0.5496 1.2819 3.6007
O 1.9425 -2.2067 2.7230
S 1.7134 -3.2805 1.7999
O 1.2880 -4.5688 2.2412
O 2.9968 -3.4460 0.8662
C 4.2771 -3.6562 1.4951
C 4.4235 -5.0671 2.0307
C 0.6016 -2.7242 0.5477
H 4.4393 -2.9158 2.2811
H 5.0302 -3.4820 0.7273
H 3.7326 -5.2515 2.8535
H 5.4362 -5.2323 2.3998
H 4.2034 -5.7992 1.2527
H 0.9407 -1.7579 0.1869
H -0.3856 -2.6335 0.9987
H 0.5742 -3.4560 -0.2568
```

Entry 2:
Molecular formula: C10H29N8O14P2
Method: DFT, ωB97M-V/def2-TZVPD

Results
E_HOMO, eV: -12.715
Net charge: +1
Molar mass, Da: 547.33
LUMO level, eV: -3.9
Electronic energy, Eh: -2571.41692
Multiplicity: 1

Geometry as XYZ:
```
63
C10H29N8O14P2 ωB97M-V/def2-TZVPD
C 3.4039 -1.8493 -1.3513
C 2.3809 -2.6594 -1.5971
C 0.9618 -3.4391 -1.7931
P -0.2701 -2.1399 -2.5169
P -2.1355 -2.0952 -1.3775
N -2.7214 -0.5996 -1.4046
H 4.0389 -0.9568 -0.9870
H 1.1094 -4.3372 -2.5238
H 0.5233 -3.7774 -0.7754
H -0.4439 -2.4506 -3.9086
H 0.3640 -0.8376 -2.3631
H -3.0639 -2.9729 -2.0068
H -1.9412 -2.5746 -0.0245
H -3.6364 -0.5694 -1.9008
C -1.5914 -7.3194 -0.4295
N -0.6531 -6.3670 -1.0803
O 0.4988 -6.7365 -1.2435
O -1.1087 -5.2730 -1.4076
H -1.0543 -8.2382 -0.1969
H -1.9601 -6.8469 0.4814
H -2.4025 -7.5135 -1.1316
C -1.1366 0.6740 2.0692
N -0.5351 0.4861 0.7238
O -0.4168 1.4739 0.0184
O -0.1995 -0.6579 0.4189
H -1.3832 1.7277 2.2008
H -2.0363 0.0585 2.1158
H -0.3994 0.3554 2.8066
C 6.7461 -1.4359 0.3029
N 7.6036 -0.9308 1.4071
O 7.6538 0.2817 1.5662
O 8.1953 -1.7673 2.0742
H 6.2854 -0.5864 -0.2012
H 7.3861 -1.9906 -0.3835
H 5.9864 -2.0808 0.7453
C -3.5890 2.9498 -1.8895
N -4.7833 3.6105 -1.2998
O -4.5928 4.4074 -0.3901
O -5.8715 3.3060 -1.7703
H -2.6978 3.3121 -1.3779
H -3.7045 1.8753 -1.7478
H -3.5583 3.2092 -2.9480
C 6.8558 3.7616 0.2973
N 6.2826 3.4583 -1.0409
O 5.6506 2.4139 -1.1590
O 6.4852 4.2761 -1.9266
H 6.5985 2.9532 0.9810
H 7.9370 3.8396 0.1821
H 6.4242 4.7041 0.6344
C -5.6354 -0.6196 1.0132
N -4.7246 -0.2541 2.1295
O -4.9686 0.7764 2.7379
O -3.7913 -1.0184 2.3573
H -6.4095 0.1424 0.9270
H -5.0368 -0.6663 0.1031
H -6.0734 -1.5895 1.2502
C -2.6267 5.8893 2.6587
N -1.4867 5.1916 2.0079
O -0.7181 5.8710 1.3430
O -1.4026 3.9821 2.1877
H -2.5755 6.9498 2.4146
H -3.5459 5.4484 2.2721
H -2.5353 5.7360 3.7342
```

Entry 3:
Molecular formula: C10H30Be2N2O16
Method: DFT, ωB97M-V/def2-TZVPD

Results
E_HOMO, eV: -13.757
Net charge: +2
Molar mass, Da: 452.37
LUMO level, eV: -11.6
Relative energy (zero: lowest compared OMol25 entry of this formula, charge and spin), kJ/mol: 480.68
Electronic energy, Eh: -1740.46960
Multiplicity: 1

Geometry as XYZ:
```
60
C10H30Be2N2O16 ωB97M-V/def2-TZVPD
Be 1.1612 -2.7233 -3.3360
Be -4.0781 -0.0400 -3.1428
N -0.8888 -0.5038 -1.0410
O -0.6706 -0.1955 0.1013
O 0.0529 -1.0763 -1.5887
O -2.0373 -0.4053 -1.5679
N -3.7759 -2.9677 -1.5318
O -3.2962 -2.5931 -2.5639
O -4.7359 -2.3707 -1.0330
O -3.3954 -4.0837 -1.1614
C 2.2343 3.1920 1.4373
C 1.3271 1.9227 1.3991
O -0.0264 2.1518 1.1687
O 1.9988 4.0047 0.2026
H 3.2623 2.8457 1.5444
H 1.9270 3.9259 2.1822
H 1.5416 1.1610 2.1488
H 1.6048 1.3835 0.4934
H -0.3609 1.2848 0.9282
H 1.0485 3.9351 0.0853
C -2.9816 3.1904 -2.4747
C -2.5176 3.0775 -1.0043
O -1.1614 3.5673 -1.0371
O -2.6914 2.0298 -3.2532
H -2.7058 4.1311 -2.9513
H -4.0697 3.1284 -2.4944
H -2.5990 2.0489 -0.6530
H -3.1062 3.8126 -0.4556
H -0.6552 3.1309 -0.3479
H -1.7494 2.1054 -3.4223
C 1.6003 -2.9264 2.9729
C 0.6640 -3.8214 2.2711
O 0.5997 -3.5529 0.8812
O 1.2968 -1.5558 2.8032
H 2.6694 -3.1203 2.8866
H 1.4601 -3.0686 4.0445
H -0.3248 -3.7861 2.7283
H 1.0188 -4.8517 2.2974
H 0.4108 -2.6170 0.7812
H 0.3922 -1.3766 3.0702
C -1.3673 0.6314 5.1550
C -0.8567 0.0887 3.7794
O -1.2478 -1.3070 3.6498
O -0.3400 0.7388 6.2039
H -2.0073 -0.1333 5.5953
H -1.8078 1.6182 5.0119
H 0.1928 0.3247 3.6038
H -1.3037 0.5061 2.8771
H -2.1203 -1.3701 3.2544
H -0.0712 -0.1625 6.3962
C 3.1496 -0.2075 -4.6415
C 3.9697 -1.5426 -4.7800
O 3.1013 -2.6650 -4.8347
O 2.1171 -0.3037 -3.6913
H 2.8463 0.1795 -5.6143
H 3.8164 0.6325 -4.4473
H 4.4910 -1.5055 -3.8235
H 4.8045 -1.4517 -5.4751
H 2.7881 -2.7809 -5.7348
H 1.4026 0.3171 -3.8520
```

Entry 4:
Molecular formula: C10H30ClIP3Re
Method: DFT, ωB97M-V/def2-TZVPD

Results
E_HOMO (alpha / beta), eV: -18.323 / -18.399
⟨S²⟩: 3.816
Net charge: +3
Molar mass, Da: 591.84
LUMO level (alpha / beta), eV: -13.6 / -13.5
Electronic energy, Eh: -2258.08494
Multiplicity: 4

Geometry as XYZ:
```
46
C10H30ClIP3Re ωB97M-V/def2-TZVPD
C -1.4326 -0.0806 -6.0389
I -1.4172 0.0637 -3.8850
H -0.4005 -0.0022 -6.3722
H -2.0390 0.7420 -6.4104
H -1.8651 -1.0456 -6.2919
Re 0.2705 -0.0710 -0.3489
P 0.4096 2.2353 -0.5330
C -1.1506 3.1924 -0.4526
C 1.4538 3.0138 0.7551
H 1.5600 4.0902 0.5809
H 1.3026 3.8936 -2.1006
H 2.4342 2.5312 0.7331
H 2.1515 2.3158 -2.1911
H -1.6473 2.9962 0.5014
H 1.0023 2.8433 1.7360
C 1.1788 2.8050 -2.0949
H -0.9587 4.2662 -0.5491
H 0.5506 2.5024 -2.9368
H -1.8163 2.8684 -1.2573
P 0.4223 -2.3783 -0.1889
C -1.1328 -3.3219 0.0302
C 1.1982 -3.1688 -1.6479
H 2.4461 -2.4730 1.1091
H 1.5790 -4.0410 1.1900
H 1.0140 -2.6386 2.1459
C 1.4678 -2.9514 1.2018
H 2.1674 -2.6920 -1.8155
H 1.3301 -4.2448 -1.4912
H -0.9352 -4.3970 0.0917
H -1.7996 -3.1224 -0.8131
H 0.5692 -2.9999 -2.5259
H -1.6314 -2.9911 0.9454
Cl 2.6451 -0.0821 -0.5796
C 0.5464 0.2531 3.9285
P -0.0437 0.1183 2.1986
C -1.1946 -1.2484 2.5847
C -1.2040 1.5187 2.3755
H 1.1800 -0.6272 4.1630
H -0.2738 0.3048 4.6740
H 1.1679 1.1677 4.0265
H -1.7130 -1.0242 3.5393
H -2.0144 -1.1983 1.8432
H -0.8095 -2.2532 2.7643
H -1.7230 1.4366 3.3521
H -0.8220 2.5404 2.4034
H -2.0223 1.3524 1.6489
```